ORCA calculation (ωB97M-V/def2-TZVPD) on 2 unconnected molecules or ions with the total composition C4H5NS.

Output
Total charge   0
LUMO energy (spin up / spin down)   -1.32 / -1.32 eV
HOMO energy (spin up / spin down)   -8.196 / -8.198 eV
Gap between HOMO and LUMO (spin up / spin down)   6.87 / 6.87 eV
Molecular weight   99.158 g mol⁻¹

Cartesian coordinates (Å):
C (-2.3774, -0.4361, -1.4377)
C (-1.1793, 0.4841, 0.3130)
C (-1.6789, -0.6570, -0.2861)
C (2.0949, -0.4580, 0.6979)
N (2.0697, 0.1922, -0.3814)
S (-0.7902, 2.0010, 0.2878)
H (-2.3987, 0.5920, -1.8218)
H (1.8048, 1.1699, -0.4573)
H (-1.8024, -1.4731, 0.3734)
H (2.3185, -1.4587, 1.0342)
H (1.9391, 0.0436, 1.6780)

Results of the Löwdin charge analysis, in e, for atoms 1 through 4: C 0.090; C -0.560; C -0.374; C -0.161


ORCA calculation (ωB97M-V/def2-TZVPD) on a molecular structure, C4H9N2.

Output
Total charge   +1
LUMO energy (spin up / spin down)   -4.39 / -4.39 eV
HOMO energy (spin up / spin down)   -13.792 / -13.792 eV
Gap between HOMO and LUMO (spin up / spin down)   9.40 / 9.40 eV
Molecular weight   85.130 g mol⁻¹

Cartesian coordinates (Å):
C (-0.4215, 0.7401, -1.9371)
C (0.8734, 1.2482, -1.4542)
C (1.3391, -0.5956, 1.1796)
C (-1.5395, -0.7000, 0.9118)
N (-0.1532, 0.5011, -0.7286)
N (-0.3610, 0.0771, 0.4434)
H (-1.2220, 0.4914, -2.6724)
H (1.7863, 0.7436, -1.7139)
H (0.9686, 2.2760, -1.1219)
H (1.2507, -0.4789, 2.3025)
H (1.3272, -1.6742, 0.8540)
H (1.8744, 0.0346, 0.5794)
H (-2.4244, -0.1579, 0.5970)
H (-1.5591, -1.7979, 0.6940)
H (-1.7390, -0.7074, 2.0664)

Results of the Löwdin charge analysis, in e, for atoms 1 through 4: C 0.107; C 0.017; C 0.222; C -0.053


ORCA calculation (ωB97M-V/def2-TZVPD) on a molecular structure, C26H24AsCl3N5O10PdS2.

Output
Total charge   +1
LUMO energy (spin up / spin down)   -7.41 / -7.45 eV
HOMO energy (spin up / spin down)   -11.067 / -11.067 eV
Gap between HOMO and LUMO (spin up / spin down)   3.66 / 3.62 eV
Molecular weight   918.338 g mol⁻¹

Cartesian coordinates (Å):
Pd (1.1818, 0.7302, 0.7950)
O (4.7111, -0.3572, 1.9088)
As (3.2183, -0.4386, 2.8269)
O (3.5103, -1.5631, 3.9453)
O (1.8669, -0.7527, 1.9335)
C (2.9507, 1.3211, 3.7585)
C (3.0426, 1.2097, 5.2772)
C (3.7733, 2.3161, 5.9597)
C (4.3522, 3.3123, 5.2619)
C (4.1971, 3.4188, 3.8404)
C (3.5222, 2.4733, 3.1407)
S (3.0449, 2.7443, 1.4389)
O (1.6310, 3.0938, 1.5591)
O (3.9188, 3.7070, 0.8622)
O (3.1118, 1.3862, 0.8145)
H (5.3525, -0.9448, 2.3287)
H (3.4168, 0.2274, 5.6250)
H (3.8477, 2.2585, 7.0350)
H (4.9168, 4.0800, 5.7679)
H (4.6004, 4.2622, 3.2984)
O (0.5949, 1.9534, -0.4642)
O (0.8292, 1.2971, -1.5563)
C (3.2254, -3.1458, 0.1700)
C (2.1307, -2.4911, -0.6559)
O (2.2664, -1.0786, -0.7874)
H (3.0898, -4.2253, 0.1654)
H (3.1837, -2.7967, 1.2069)
H (4.2086, -2.9225, -0.2427)
H (1.1582, -2.6596, -0.1859)
H (2.1196, -2.9241, -1.6658)
H (3.2112, -0.8543, -0.7751)
Cl (-4.4085, 4.4980, -0.0026)
C (-4.0149, 3.0520, -0.8306)
C (-2.7780, 2.9204, -1.4589)
C (-2.4691, 1.7417, -2.1117)
C (-3.3699, 0.6798, -2.1509)
C (-2.9908, -0.6211, -2.8361)
C (-2.7811, -1.7444, -1.7757)
N (-2.1104, -1.2257, -0.6160)
C (-2.6705, -0.9463, 0.5956)
C (-1.7147, -0.3115, 1.3352)
N (-0.5929, -0.1950, 0.5735)
C (-0.8547, -0.7626, -0.5945)
O (-4.0049, -1.0513, -3.7207)
C (-3.6800, -1.0286, -5.0976)
C (-2.6710, -2.0872, -5.4423)
C (-1.3824, -1.8533, -5.8725)
Cl (-0.6505, -0.3424, -6.1508)
S (-0.4929, -3.3257, -6.1265)
C (-1.8499, -4.2463, -5.6313)
C (-2.9207, -3.4688, -5.3016)
C (-4.6145, 0.8384, -1.5262)
Cl (-5.7910, -0.4164, -1.5512)
C (-4.9360, 2.0149, -0.8702)
H (-2.0675, 3.7304, -1.4326)
H (-1.5017, 1.6481, -2.5878)
H (-2.0507, -0.4582, -3.3791)
H (-2.2049, -2.5610, -2.2201)
H (-3.7657, -2.1164, -1.4866)
H (-3.6750, -1.2307, 0.8351)
H (-1.7474, 0.0509, 2.3446)
H (-0.1661, -0.8254, -1.4202)
H (-3.3216, -0.0377, -5.4011)
H (-4.6277, -1.2356, -5.6027)
H (-1.7895, -5.3167, -5.6179)
H (-3.8621, -3.8649, -4.9677)
H (-5.8951, 2.1253, -0.3916)
N (0.4569, 1.2861, 3.1495)
C (1.3685, 1.2952, 3.9512)
N (1.5718, 1.2534, 5.3223)
C (0.7593, 0.8857, 6.2975)
N (0.0858, 0.6132, 7.1810)

Results of the Löwdin charge analysis, in e, for atoms 1 through 4: Pd 1.164; O -0.212; As 0.892; O -0.392


ORCA calculation (ωB97M-V/def2-TZVPD) on a molecular structure, C27H26ClIrN3O3Sb.

Output
Total charge   +3
LUMO energy (spin up / spin down)   -10.21 / -10.96 eV
Multiplicity   2
HOMO energy (spin up / spin down)   -17.119 / -17.797 eV
⟨S²⟩   0.767
Gap between HOMO and LUMO (spin up / spin down)   6.91 / 6.84 eV
Molecular weight   789.953 g mol⁻¹

Cartesian coordinates (Å):
Ir (-0.1389, 0.9778, 0.8211)
C (-2.5420, 2.7031, 0.8945)
C (-1.5455, 3.2866, 1.8557)
C (-1.8551, 4.4196, 2.6008)
C (-0.9538, 4.9131, 3.5215)
C (0.2563, 4.2394, 3.6765)
C (0.5261, 3.1266, 2.9080)
N (-0.3579, 2.6726, 2.0032)
Sb (2.4092, 2.0998, 3.1993)
C (1.3910, 0.1758, 3.2573)
C (1.7971, -0.6764, 4.2663)
C (1.0979, -1.8526, 4.5213)
C (-0.0430, -2.0829, 3.7829)
C (-0.4264, -1.2072, 2.7697)
C (-1.7448, -1.4384, 2.0864)
N (0.3327, -0.1332, 2.4816)
C (2.7118, 1.9703, 1.0673)
C (3.9780, 2.3296, 0.6503)
C (4.2955, 2.3570, -0.7013)
C (3.2952, 2.0213, -1.5853)
C (2.0290, 1.6511, -1.1373)
C (1.0068, 1.3176, -2.1704)
N (1.7460, 1.6194, 0.1899)
H (-3.4122, 3.3521, 0.8234)
H (-2.1458, 2.5832, -0.1205)
H (-2.9035, 1.7285, 1.2423)
H (-2.8136, 4.8939, 2.4449)
H (-1.1866, 5.7867, 4.1145)
H (0.9815, 4.5808, 4.4038)
H (2.6546, -0.4099, 4.8712)
H (1.4057, -2.5308, 5.3048)
H (-0.6769, -2.9343, 3.9864)
H (-2.3549, -2.0712, 2.7269)
H (-2.3039, -0.5032, 1.9383)
H (-1.6241, -1.9216, 1.1239)
H (4.7234, 2.5915, 1.3905)
H (5.2804, 2.6400, -1.0446)
H (3.4658, 2.0450, -2.6512)
H (1.3761, 1.6318, -3.1433)
H (0.8275, 0.2462, -2.1957)
H (0.0597, 1.8303, -2.0090)
C (-1.1837, -5.0879, -2.0935)
C (-0.6429, -4.1584, -3.1233)
C (0.1871, -4.5860, -4.1256)
C (0.6273, -3.6943, -5.1190)
Cl (1.6445, -4.2327, -6.3417)
C (0.2195, -2.3314, -5.1158)
C (-0.5876, -1.8721, -4.1178)
C (-1.0194, -2.7679, -3.1102)
O (-1.8309, -2.4311, -2.1221)
C (-2.3553, -1.1126, -1.9875)
C (-1.5043, -0.1421, -1.1774)
O (-1.7803, 1.0507, -1.2218)
O (-0.6177, -0.6083, -0.3844)
H (-0.5775, -5.9882, -2.0347)
H (-2.2003, -5.3826, -2.3653)
H (-1.2377, -4.6189, -1.1134)
H (0.5016, -5.6192, -4.1757)
H (0.5453, -1.6863, -5.9198)
H (-0.9121, -0.8421, -4.1238)
H (-3.2909, -1.2406, -1.4390)
H (-2.6032, -0.6770, -2.9543)

Results of the Löwdin charge analysis, in e, for atoms 1 through 4: Ir 1.467; C -0.024; C -0.275; C 0.028


ORCA calculation (ωB97M-V/def2-TZVPD) on a molecular structure, C26H34CoN6S.

Output
Total charge   +1
LUMO energy (spin up / spin down)   -2.61 / -4.76 eV
Multiplicity   5
HOMO energy (spin up / spin down)   -9.238 / -9.424 eV
⟨S²⟩   6.100
Gap between HOMO and LUMO (spin up / spin down)   6.63 / 4.66 eV
Molecular weight   521.600 g mol⁻¹

Cartesian coordinates (Å):
Co (0.1919, -0.0392, -0.3166)
C (-3.3560, 1.5074, -0.0476)
C (-2.4658, 1.8681, -1.2421)
C (-2.2086, 0.7248, -2.2334)
N (-0.8786, 0.1103, -2.0934)
C (-0.3839, -0.5645, -3.0817)
C (-1.1586, -0.8968, -4.2551)
C (-0.7634, -1.3782, -5.4722)
C (0.5305, -1.6038, -5.9684)
C (1.7415, -1.5225, -5.2736)
C (1.9531, -1.3307, -3.9347)
C (1.0227, -1.0457, -2.8716)
N (1.3669, -1.0662, -1.6319)
C (2.6834, -1.4409, -1.1531)
C (3.6310, -0.2222, -1.0624)
C (2.9474, 1.1465, -1.0599)
N (1.8135, 1.2038, -0.1510)
C (1.5349, 2.3194, 0.5114)
C (2.1613, 3.5566, 0.2589)
C (2.1442, 4.7494, 0.9680)
C (1.5789, 5.0448, 2.1938)
C (0.7796, 4.1961, 2.9425)
C (0.2361, 2.9707, 2.6049)
C (0.3779, 2.1864, 1.4380)
N (-0.4446, 1.1978, 1.1348)
C (-1.7036, 1.0363, 1.8514)
C (-2.7897, 0.4813, 0.9358)
H (-4.3078, 1.1323, -0.4353)
H (-3.5859, 2.4293, 0.4941)
H (-1.5076, 2.2667, -0.9064)
H (-2.9617, 2.6700, -1.7912)
H (-2.2962, 1.1270, -3.2429)
H (-2.9793, -0.0474, -2.1258)
H (-2.2240, -0.7557, -4.1472)
H (-1.5683, -1.5636, -6.1739)
H (0.5972, -1.8847, -7.0116)
H (2.6342, -1.6875, -5.8651)
H (2.9849, -1.3931, -3.6162)
H (3.1271, -2.2363, -1.7528)
H (2.5266, -1.8478, -0.1564)
H (4.3345, -0.2319, -1.8991)
H (4.2187, -0.3273, -0.1506)
H (2.6210, 1.3935, -2.0792)
H (3.7119, 1.8750, -0.7884)
H (2.7358, 3.5877, -0.6564)
H (2.7053, 5.5570, 0.5089)
H (1.7838, 6.0240, 2.6074)
H (0.4900, 4.5702, 3.9191)
H (-0.4141, 2.5393, 3.3546)
H (-2.0461, 1.9959, 2.2490)
H (-1.5727, 0.3630, 2.7083)
H (-3.6008, 0.0976, 1.5595)
H (-2.3938, -0.3801, 0.3879)
S (-0.4585, -2.3581, 0.3802)
C (-0.7791, -2.7337, 2.0149)
N (-1.5852, -3.7527, 2.3161)
C (-1.8289, -4.2378, 3.6764)
C (-0.6530, -3.8644, 4.5600)
C (-0.3937, -2.3753, 4.4289)
N (-0.2322, -2.0409, 3.0136)
H (-1.9450, -4.2641, 1.5277)
H (-1.9643, -5.3158, 3.6353)
H (-2.7489, -3.7988, 4.0675)
H (0.2327, -4.4217, 4.2491)
H (-0.8687, -4.1141, 5.5969)
H (0.5138, -2.0878, 4.9543)
H (-1.2240, -1.8077, 4.8556)
H (0.3804, -1.2890, 2.7423)

Results of the Löwdin charge analysis, in e, for atoms 1 through 4: Co 0.543; C -0.193; C -0.177; C -0.186


ORCA calculation (ωB97M-V/def2-TZVPD) on a molecular structure, C26H26GdN4O8P2.

Output
Total charge   +1
LUMO energy (spin up / spin down)   -4.14 / -5.67 eV
Multiplicity   8
HOMO energy (spin up / spin down)   -9.308 / -11.789 eV
⟨S²⟩   16.198
Gap between HOMO and LUMO (spin up / spin down)   5.17 / 6.12 eV
Molecular weight   741.712 g mol⁻¹

Cartesian coordinates (Å):
C (-0.5407, 2.8739, -3.8401)
C (0.3457, 2.2717, -2.9563)
C (0.2488, 2.6235, -1.5637)
C (-0.9576, 3.2109, -1.0979)
C (-1.8473, 3.7880, -2.0067)
C (-1.6060, 3.6577, -3.3719)
C (-1.2525, 2.9638, 0.3431)
C (-0.0386, 3.1122, 1.1970)
C (1.1414, 2.5437, 0.6518)
C (2.1831, 2.1256, 1.5525)
C (2.1586, 2.5991, 2.8579)
C (1.0695, 3.3477, 3.3261)
C (-0.0419, 3.5714, 2.5174)
H (-0.4121, 2.7046, -4.9114)
H (-2.7233, 4.3245, -1.6327)
H (-2.2681, 4.1358, -4.0904)
H (-2.0911, 3.5722, 0.7098)
H (2.9870, 2.3471, 3.5248)
H (1.0913, 3.7285, 4.3445)
H (-0.9210, 4.0958, 2.8995)
N (1.2693, 2.2731, -0.6996)
Gd (-0.3965, -0.0097, -0.0844)
C (1.3215, 1.2040, -3.3805)
H (2.3239, 1.4102, -2.9784)
H (1.3606, 1.1191, -4.4746)
C (3.2044, 1.1329, 1.0657)
H (3.6492, 1.4542, 0.1124)
H (3.9894, 0.9687, 1.8150)
P (0.8674, -0.4928, -2.7078)
P (2.4416, -0.5457, 0.7112)
C (2.7205, -1.3545, 2.3281)
H (2.3953, -2.4030, 2.2539)
H (3.7946, -1.3083, 2.5688)
H (2.1173, -0.8609, 3.1025)
C (3.8269, -1.2954, -0.2257)
H (4.7053, -1.3775, 0.4344)
H (3.5297, -2.2982, -0.5648)
H (4.0746, -0.6725, -1.0977)
C (-0.5308, -0.8995, -3.8279)
H (-0.2925, -0.5804, -4.8548)
H (-0.6968, -1.9872, -3.8105)
H (-1.4531, -0.4044, -3.4908)
C (2.1797, -1.4897, -3.4953)
H (2.0462, -2.5431, -3.2147)
H (2.1250, -1.4030, -4.5919)
H (3.1717, -1.1636, -3.1566)
C (0.5723, -2.3712, -0.3546)
O (0.8475, -3.4919, -0.3767)
H (-1.5757, 1.7380, 0.4253)
O (-3.7512, -5.7553, 3.1904)
N (-4.1922, -4.9652, 2.3313)
O (-5.1248, -5.2515, 1.5512)
C (-3.5827, -3.6595, 2.2206)
C (-2.4842, -3.3476, 3.0356)
C (-1.8382, -2.1294, 2.8721)
C (-2.2417, -1.2329, 1.8504)
O (-1.5922, -0.1083, 1.7053)
C (-3.2860, -1.6394, 0.9427)
C (-4.0205, -2.7990, 1.2034)
N (-3.4834, -0.9581, -0.3254)
O (-4.5583, -0.9771, -0.8990)
O (-2.4341, -0.4229, -0.9160)
N (-0.5401, -1.9035, 3.5043)
O (-0.0703, -0.7530, 3.6408)
O (0.0734, -2.9335, 3.8659)
H (-2.1219, -4.0546, 3.7759)
H (-4.8652, -3.0549, 0.5673)

Results of the Löwdin charge analysis, in e, for atoms 1 through 4: C -0.016; C -0.211; C -0.241; C -0.157


ORCA calculation (ωB97M-V/def2-TZVPD) on a molecular structure, C23H29Cl2N3S2Sr.

Output
Total charge   -2
LUMO energy (spin up / spin down)   4.38 / 4.31 eV
HOMO energy (spin up / spin down)   2.561 / -1.679 eV
Gap between HOMO and LUMO (spin up / spin down)   1.82 / 5.99 eV
Molecular weight   570.166 g mol⁻¹

Cartesian coordinates (Å):
Sr (0.2420, 0.7437, -0.1008)
N (-1.2533, 1.3576, 2.6331)
C (-2.3708, 2.1300, 2.1062)
C (-3.4640, 1.1865, 1.6068)
N (-2.9902, 0.3630, 0.4991)
H (-1.5160, 0.8680, 3.4781)
H (-0.4405, 1.9384, 2.8171)
H (-2.0069, 2.7278, 1.2682)
H (-2.8182, 2.8123, 2.8445)
H (-4.3442, 1.7976, 1.3535)
H (-3.7527, 0.5247, 2.4331)
H (-2.6993, 0.9711, -0.2716)
H (-3.7405, -0.2117, 0.1353)
C (-1.4304, -2.2139, -1.4593)
C (-1.3304, -1.2559, -2.6131)
C (-1.2343, -1.7131, -3.9363)
C (-1.0557, -0.8100, -4.9489)
C (-0.9763, 0.5669, -4.6586)
C (-0.7465, 1.5400, -5.6482)
C (-0.6782, 2.8637, -5.2903)
C (-0.8839, 3.2599, -3.9670)
C (-1.1464, 2.3440, -2.9526)
S (-1.5113, 2.8833, -1.3518)
C (-1.1361, 0.9513, -3.2967)
N (-1.2789, 0.0289, -2.3102)
H (-1.8281, -3.1780, -1.7767)
H (-2.0603, -1.7988, -0.6718)
H (-0.4352, -2.3887, -1.0315)
H (-1.2976, -2.7720, -4.1492)
H (-0.9724, -1.1355, -5.9790)
H (-0.6098, 1.2303, -6.6777)
H (-0.4710, 3.6131, -6.0461)
H (-0.8462, 4.3074, -3.6993)
Cl (-0.6538, -1.9176, 2.5152)
C (-0.2595, -3.5806, 2.2111)
C (-1.2311, -4.5317, 2.4466)
C (-0.9698, -5.8749, 2.2194)
C (0.2808, -6.2424, 1.7417)
C (1.2394, -5.2770, 1.5028)
Cl (2.7752, -5.8246, 0.8930)
C (1.0400, -3.8859, 1.7242)
S (2.2251, -2.6992, 1.4190)
H (-2.2009, -4.2187, 2.8137)
H (-1.7300, -6.6216, 2.4108)
H (0.5160, -7.2805, 1.5456)
C (3.7696, 3.6390, 2.2442)
C (3.1931, 2.2892, 1.7547)
C (2.8445, 1.4449, 2.9879)
C (4.2965, 1.5614, 0.9708)
C (1.9513, 2.5926, 0.9295)
H (4.5957, 3.4883, 2.9531)
H (2.9872, 4.2197, 2.7382)
H (4.1460, 4.2202, 1.3987)
H (3.7093, 1.3302, 3.6517)
H (2.5099, 0.4490, 2.6836)
H (2.0353, 1.9201, 3.5497)
H (5.1896, 1.4246, 1.5937)
H (4.5746, 2.1298, 0.0806)
H (3.9458, 0.5768, 0.6536)
H (2.3035, 3.1372, 0.0283)

Results of the Löwdin charge analysis, in e, for atoms 1 through 4: Sr 0.929; N -0.029; C -0.308; C -0.306


ORCA calculation (ωB97M-V/def2-TZVPD) on 2 unconnected molecules or ions with the total composition C4H13NO2S.

Output
SMILES   C[C@@H](CS)NCO.O
Total charge   0
LUMO energy   0.57 eV
HOMO energy   -8.934 eV
Gap between HOMO and LUMO   9.51 eV
Molecular weight   139.220 g mol⁻¹

Cartesian coordinates (Å):
C (0.7764, -1.3752, 0.9077)
C (-0.2333, -0.2210, 0.6087)
C (-1.4097, -0.2127, 1.4603)
S (-2.5354, -1.6195, 0.9018)
N (0.6601, 0.9483, 0.6572)
C (0.2570, 2.1294, -0.0644)
O (0.2160, 1.7951, -1.4889)
H (1.5682, -0.9827, 1.6456)
H (0.3981, -2.2728, 1.4143)
H (1.1003, -1.6239, -0.1122)
H (-0.5417, -0.2303, -0.4985)
H (-2.0231, 0.7338, 1.4632)
H (-1.1723, -0.2222, 2.5189)
H (-1.7470, -2.0783, -0.0602)
H (1.7092, 0.9015, 0.9742)
H (0.9184, 3.1229, 0.0225)
H (-0.7817, 2.3316, 0.0816)
H (0.8598, 2.3392, -2.0107)
O (0.5786, -1.5314, -2.7880)
H (1.5215, -1.1566, -2.8818)
H (-0.1193, -0.7752, -2.7513)

Results of the Löwdin charge analysis, in e, for atoms 1 through 4: C -0.063; C -0.540; C -0.492; S 0.695